1.
{
  "formula": "C2H3BrS",
  "method": "ωB97M-V/def2-TZVPD",
  "elements": ["C", "C", "S", "Br", "H", "H", "H"],
  "positions_angstrom": [[-0.624, -0.301, 0.603], [0.643, -0.375, 0.037], [-1.132, 2.779, 0.150], [-1.916, -1.400, -0.115], [1.578, 0.053, 0.633], [0.516, 0.518, -0.758], [0.935, -1.274, -0.549]],
  "nbo_charge": [-0.02, -0.85, -0.08, 0.12, 0.27, 0.34, 0.22],
  "fmax_ev_per_a": 4.527,
  "e_tot_ha": -3049.96415,
  "multiplicity": 1,
  "orbital_gap_ev": [6.4120, 6.3867],
  "e_above_lowest_kj_mol": 560.5
}


2.
{
  "formula": "C2H3BrS",
  "method": "ωB97M-V/def2-TZVPD",
  "elements": ["C", "C", "S", "Br", "H", "H", "H"],
  "positions_angstrom": [[-1.149, -0.492, -0.238], [-0.542, 0.646, -0.075], [-2.038, -1.739, -0.106], [2.666, -0.922, -0.112], [-0.032, 1.420, -0.811], [1.634, -0.077, 0.453], [-0.540, 1.164, 0.888]],
  "mulliken_spin": [0.48, 0.48, 0.86, 0.02, 0.08, -0.01, 0.08],
  "fmax_ev_per_a": 4.589,
  "e_tot_ha": -3050.05443,
  "multiplicity": 3,
  "orbital_gap_ev": [7.3951, 8.0285],
  "e_above_lowest_kj_mol": 56.0
}


3.
{
  "formula": "C2H3Cl2FO",
  "method": "ωB97M-V/def2-TZVPD",
  "elements": ["C", "C", "H", "H", "H", "O", "F", "Cl", "Cl"],
  "positions_angstrom": [[-0.807, -0.016, 0.118], [0.628, 0.113, 0.387], [-0.189, -0.795, -1.731], [-1.146, 1.123, 0.080], [-1.351, -0.411, 0.969], [-1.160, -0.925, -0.927], [1.195, -1.086, 0.776], [1.232, 1.453, 1.497], [1.598, 0.544, -1.168]],
  "nbo_charge": [-0.19, 0.39, 0.47, 0.19, 0.23, -0.68, -0.33, -0.01, -0.08],
  "fmax_ev_per_a": 6.222,
  "e_tot_ha": -1173.42322,
  "multiplicity": 1,
  "orbital_gap_ev": 11.4903,
  "e_above_lowest_kj_mol": 171.4
}